C3H4O2 | wB97M-V/def2-TZVPD

CARTESIAN COORDINATES (ANGSTROEM)
C -0.325 -0.342 0.083
H -1.683 1.365 -0.536
O 2.151 -0.375 -0.148
O 1.128 1.613 0.109
C -1.488 0.291 -0.156
C 1.017 0.454 -0.002
H -0.279 -1.425 0.771
H -2.449 -0.308 0.098
H 1.928 -1.274 -0.219

Properties
Spin multiplicity: 1
LUMO energy, eV: 0.492
Energy above the lowest of the compared OMol25 structures with the same formula, charge and spin, eV: 1.4190
Largest force on an atom, eV/Å: 4.1
HOMO energy, eV: -10.6
Kohn-Sham gap, eV: 11.07
Structure (SMILES): C=CC(=O)O

---

C32H41BrF4NPPtSSbSi3 | wB97M-V/def2-TZVPD

CARTESIAN COORDINATES (ANGSTROEM)
H 6.354 0.877 0.869
F 2.350 3.845 0.839
C -0.290 -3.543 -2.574
H 3.991 0.927 1.504
H 2.249 -5.379 1.651
C 0.727 4.338 -2.442
Si -4.350 -2.047 -0.369
C 3.647 1.191 -1.860
C 4.436 -3.118 0.380
H -5.389 -1.595 1.841
H -1.173 4.993 -3.200
H 0.190 -4.160 -1.814
H 2.900 1.301 -2.629
H -5.072 2.041 2.614
H -1.725 0.164 -2.668
H 4.697 -5.000 1.394
H 2.301 -1.275 -2.696
Si -2.908 0.926 2.275
S 0.012 -3.615 0.883
C 4.986 1.149 -2.216
C -0.678 2.288 -1.231
H -4.626 2.061 0.899
H -1.541 -0.904 -4.067
H -2.917 -3.985 -0.918
C -2.891 0.062 3.917
H 1.281 5.138 -2.917
H -4.751 -0.678 -2.386
H 5.490 -2.915 0.247
H -2.431 3.158 -2.110
H 1.372 -1.599 -4.171
C 1.350 -1.089 -3.200
H -1.344 -3.826 -2.623
Si -0.119 -1.720 -2.253
H -3.224 0.749 4.702
F 1.201 0.805 5.147
H -6.268 -1.077 -1.560
C -1.625 -0.879 -2.971
H -3.766 -3.397 -2.362
H -4.757 -3.246 1.740
C 5.598 0.962 0.098
C 1.616 1.742 1.650
H 3.796 -1.343 -0.636
H -1.020 2.360 1.463
H -1.293 2.550 3.204
Br 0.845 -0.826 2.728
C -4.637 1.443 1.803
H -1.223 1.477 -0.771
C 1.464 1.529 4.063
C 0.703 2.365 -1.057
N 2.179 -2.437 0.041
H -1.893 -0.298 4.177
H -5.218 0.197 -0.917
H 0.171 -3.765 -3.542
C -1.787 2.414 2.237
C 2.023 3.054 1.860
C 2.634 -4.495 1.160
H 1.244 -0.018 -3.387
C -1.357 3.233 -1.988
Pt 0.291 -1.155 0.008
C 4.257 1.003 0.456
H -2.397 3.299 2.033
F 2.509 4.872 3.262
C 1.402 3.403 -1.674
Sb -2.228 -0.853 0.519
F 1.938 3.368 5.440
P 1.498 1.056 -0.064
C 3.986 -4.276 1.015
C 1.736 -3.538 0.677
C 5.965 1.031 -1.238
C -5.278 -2.461 1.185
C -0.652 4.259 -2.599
H 7.011 1.006 -1.516
H -6.280 -2.828 0.936
C 1.843 2.847 4.231
H -4.636 -4.340 -1.139
C 1.355 0.988 2.796
C 2.128 3.612 3.120
C 3.501 -2.232 -0.097
H -2.537 -1.417 -2.698
H 5.265 1.214 -3.261
H -5.297 0.589 1.627
C -3.862 -3.580 -1.289
C -5.224 -0.780 -1.406
H 2.475 3.489 -1.560
H -3.568 -0.797 3.904
C 3.267 1.115 -0.520

Properties
Spin multiplicity: 3
⟨S²⟩: 2.0110
LUMO energy (alpha / beta), eV: -2.853 / -3.994
Largest force on an atom, eV/Å: 0.6
HOMO energy (alpha / beta), eV: -9.2 / -10.4
Charge: +1
Kohn-Sham gap (alpha / beta), eV: 6.31 / 6.40

---

C6H4Cl4Si | wB97M-V/def2-TZVPD

CARTESIAN COORDINATES (ANGSTROEM)
C -0.616 0.556 0.869
H -1.484 0.365 1.526
H 0.228 2.344 1.876
H 2.506 0.834 -1.336
C 0.695 -0.262 -0.947
H 0.795 -0.882 -1.823
Cl 2.730 2.565 0.939
C 1.666 0.739 -0.673
C 0.259 1.601 1.108
Cl -3.100 -1.748 0.989
Cl -2.475 -1.720 -2.166
Cl -0.662 -3.854 -0.184
Si -1.466 -1.880 -0.337
C 1.399 1.675 0.363
C -0.476 -0.332 -0.202

Properties
Spin multiplicity: 1
LUMO energy, eV: -0.154
Largest force on an atom, eV/Å: 3.1
HOMO energy, eV: -9.8
Kohn-Sham gap, eV: 9.62
Structure (SMILES): Clc1ccc([Si](Cl)(Cl)Cl)cc1